(1)
Here is 8 unconnected molecules or ions with the total composition C18H34Br2O15 in a non-equilibrium geometry from the Open Molecules 2025 dataset. Energies are from the ωB97M-V functional and the def2-TZVPD basis.

XYZ file:
```
69
Properties=species:S:1:pos:R:3:lowdin_charge:R:1
C -1.895 -3.537 0.809 -0.019
C -2.652 -4.877 0.804 -0.354
C -3.264 -5.302 -0.503 -0.077
O -2.444 -6.433 -0.877 0.068
C -1.792 -6.872 0.237 -0.468
O -1.097 -7.894 0.317 0.118
O -1.754 -5.875 1.197 0.079
H -1.016 -3.459 0.170 0.094
H -1.700 -3.239 1.839 0.082
H -2.600 -2.801 0.423 0.077
H -3.459 -4.835 1.535 0.150
H -3.321 -4.502 -1.241 0.123
H -4.274 -5.640 -0.270 0.133
C -2.500 -1.987 -3.259 -0.019
C -2.658 -0.491 -3.239 -0.332
C -3.613 0.096 -4.242 -0.072
O -4.760 0.499 -3.468 0.082
C -4.447 0.332 -2.166 -0.583
O -5.227 0.630 -1.284 0.131
O -3.165 0.029 -1.981 -0.019
H -2.349 -2.336 -4.280 0.093
H -3.439 -2.416 -2.908 0.086
H -1.715 -2.421 -2.640 0.081
H -1.660 -0.088 -3.409 0.130
H -3.791 -0.523 -5.121 0.142
H -3.108 1.027 -4.504 0.127
C 2.892 2.262 -1.308 -0.003
C 1.469 2.799 -1.619 -0.350
C 1.301 4.227 -2.209 -0.057
O 0.646 3.948 -3.450 0.078
C 0.188 2.673 -3.420 -0.568
O -0.621 2.171 -4.235 0.097
O 0.839 1.997 -2.559 0.051
H 3.082 1.466 -0.588 0.062
H 3.580 3.039 -0.973 0.078
H 3.450 1.940 -2.187 0.089
H 0.918 2.873 -0.681 0.075
H 2.254 4.732 -2.368 0.135
H 0.651 4.747 -1.506 0.131
C 4.110 2.447 2.545 -0.004
C 4.956 1.239 2.116 -0.297
C 6.152 0.786 2.955 -0.087
O 6.017 -0.627 3.047 0.070
C 4.764 -0.983 2.669 -0.587
O 4.323 -2.045 2.911 0.134
O 4.111 0.060 2.063 -0.012
H 3.269 2.494 1.854 0.062
H 4.635 3.398 2.635 0.093
H 3.617 2.174 3.478 0.083
H 5.173 1.282 1.049 0.141
H 6.170 1.228 3.951 0.137
H 7.048 1.052 2.395 0.134
Br 1.417 -0.912 3.333 0.732
C 1.059 -0.133 1.541 -0.583
C -0.470 0.111 1.276 -0.613
Br -1.014 1.123 -0.286 0.904
H 1.556 -0.666 0.731 0.067
H 1.643 0.780 1.653 0.007
H -0.798 0.731 2.110 0.009
H -1.147 -0.744 1.267 0.030
O 0.776 2.524 3.689 -0.069
H 1.066 1.776 4.210 -0.013
H -0.172 2.413 3.616 -0.006
O -2.112 1.628 4.476 -0.038
H -2.429 0.857 4.948 0.046
H -2.755 1.764 3.780 0.044
O -2.898 3.620 -1.836 -0.044
H -2.358 3.971 -1.128 0.021
H -2.659 2.695 -1.884 -0.035
```

Output
F_max: 5.81 eV/Å
Kohn-Sham gap: 0.3796 Ha
Energy above the lowest of the compared OMol25 structures with the same formula, charge and spin: 50.6 kcal/mol
Multiplicity: 1
E_LUMO: 0.000 hartree

***

(2)
Here is a molecular structure, C21H27N4SbSe4SiY from the Open Molecules 2025 dataset. Energies are from the ωB97M-V functional and the def2-TZVPD basis.

XYZ file:
```
59
Properties=species:S:1:pos:R:3:lowdin_charge:R:1
Y -0.887 -0.822 0.062 0.607
C 1.207 0.127 2.636 -0.126
N 0.775 0.864 1.451 -0.215
C 1.912 1.205 0.594 -0.122
C 2.543 -0.013 -0.026 -0.286
C 3.886 -0.039 -0.361 -0.024
C 4.399 -1.166 -0.984 -0.057
C 3.550 -2.229 -1.240 -0.047
C 2.221 -2.122 -0.864 -0.159
N 1.724 -1.036 -0.267 0.028
C 0.052 2.074 1.824 -0.129
C -0.702 2.643 0.656 -0.268
C -0.875 4.008 0.490 -0.021
C -1.639 4.460 -0.574 -0.058
C -2.205 3.535 -1.435 -0.038
C -1.971 2.189 -1.203 -0.151
N -1.227 1.753 -0.183 0.037
C 0.047 -0.450 3.407 -0.285
C 0.190 -0.845 4.727 -0.028
C -0.879 -1.466 5.353 -0.058
C -2.057 -1.660 4.652 -0.037
C -2.125 -1.211 3.343 -0.157
N -1.093 -0.617 2.740 0.027
H 1.831 0.752 3.289 0.133
H 1.820 -0.714 2.304 0.132
H 2.668 1.779 1.147 0.131
H 1.545 1.840 -0.217 0.130
H 4.516 0.814 -0.138 0.112
H 5.444 -1.213 -1.264 0.106
H 3.899 -3.129 -1.727 0.111
H 1.518 -2.928 -1.040 0.060
H 0.731 2.827 2.246 0.131
H -0.676 1.815 2.593 0.131
H -0.418 4.701 1.186 0.111
H -1.790 5.521 -0.729 0.107
H -2.811 3.840 -2.276 0.110
H -2.393 1.423 -1.841 0.057
H 1.128 -0.687 5.246 0.110
H -0.788 -1.803 6.379 0.105
H -2.907 -2.168 5.086 0.108
H -3.021 -1.345 2.751 0.013
Se -4.339 -4.128 2.092 -0.257
Sb -3.155 -3.291 0.157 -0.332
Se -3.597 -0.785 0.063 -0.062
Se -0.665 -3.426 0.723 -0.066
Se -3.348 -4.088 -2.108 -0.251
C -1.869 -0.229 -4.042 -0.266
Si -0.362 -0.481 -2.856 0.431
C 0.798 1.019 -3.234 -0.279
C 0.563 -1.897 -3.789 -0.266
H -1.538 -0.018 -5.070 0.011
H -2.571 0.562 -3.758 -0.009
H -2.438 -1.164 -4.054 0.005
H 0.983 1.124 -4.312 0.012
H 1.775 0.875 -2.752 -0.008
H 0.390 1.971 -2.876 -0.010
H 0.535 -1.705 -4.870 0.014
H 0.078 -2.861 -3.604 0.013
H 1.616 -1.984 -3.501 -0.012
```

Output
F_max: 0.87 eV/Å
Kohn-Sham gap: 0.2073 Ha
Energy above the lowest of the compared OMol25 structures with the same formula, charge and spin: 41.2 kcal/mol
Multiplicity: 1
E_LUMO: 0.068 hartree
Charge: -1

***

(3)
Here is C5H6OS in the gas phase in a non-equilibrium geometry from the Open Molecules 2025 dataset. Energies are from the ωB97M-V functional and the def2-TZVPD basis.

XYZ file:
```
13
Properties=species:S:1:pos:R:3:lowdin_charge:R:1
C 1.682 1.013 0.018 -0.107
C 2.387 -0.180 0.110 -0.284
S 1.090 -1.488 -0.277 0.882
C -0.312 -0.288 -0.307 -0.747
C -1.300 -0.166 0.834 -0.095
C -1.718 -0.337 -0.628 -0.106
O 0.286 0.992 -0.666 -0.137
H 2.010 2.017 -0.056 0.087
H 3.397 -0.503 0.291 0.055
H -1.674 -0.950 1.295 0.037
H -1.486 0.769 1.379 0.119
H -2.423 -1.394 -0.719 0.189
H -1.939 0.514 -1.273 0.106
```

Output
F_max: 5.50 eV/Å
Kohn-Sham gap: 0.3346 Ha
Energy above the lowest of the compared OMol25 structures with the same formula, charge and spin: 89.4 kcal/mol
Multiplicity: 1
E_LUMO: 0.033 hartree

***

(4)
Here is 8 unconnected molecules or ions with the total composition C7H28NO10 in a non-equilibrium geometry from the Open Molecules 2025 dataset. Energies are from the ωB97M-V functional and the def2-TZVPD basis.

XYZ file:
```
46
Properties=species:S:1:pos:R:3:lowdin_charge:R:1
N -0.647 0.168 -0.384 -0.722
O 0.334 0.740 -0.923 -0.096
O -1.489 -0.396 -1.037 -0.082
O -0.808 0.199 0.808 -0.083
C -2.651 -4.851 1.409 -0.173
O -3.157 -4.397 0.157 -0.120
H -2.583 -4.068 2.164 0.077
H -3.229 -5.677 1.823 0.067
H -1.672 -5.309 1.270 0.066
H -2.812 -3.521 -0.031 0.076
C 3.960 3.636 1.042 -0.184
O 3.994 4.377 -0.143 -0.112
H 4.800 3.952 1.661 0.072
H 2.963 3.612 1.482 0.084
H 4.257 2.601 0.870 0.073
H 4.221 5.255 0.173 0.066
C -6.035 -1.075 -3.817 -0.183
O -5.506 0.053 -3.131 -0.107
H -6.378 -1.902 -3.195 0.069
H -6.942 -0.896 -4.394 0.069
H -5.310 -1.531 -4.491 0.071
H -4.905 -0.273 -2.457 0.079
C 6.704 -0.604 -2.736 -0.187
O 5.476 0.044 -2.497 -0.105
H 7.168 -0.721 -1.757 0.068
H 6.574 -1.634 -3.070 0.068
H 7.459 -0.139 -3.370 0.075
H 5.112 -0.336 -1.693 0.080
C -3.127 3.262 -5.896 -0.178
O -2.076 2.808 -5.068 -0.119
H -3.739 2.492 -6.367 0.073
H -3.663 3.893 -5.187 0.073
H -2.752 3.927 -6.673 0.070
H -2.396 2.092 -4.515 0.079
C -1.019 1.627 5.771 -0.164
O -0.721 2.505 4.691 -0.128
H -1.341 0.666 5.371 0.078
H -0.083 1.479 6.309 0.066
H -1.753 2.080 6.438 0.070
H -0.761 2.021 3.863 0.074
C 2.217 -2.419 4.669 -0.181
O 3.428 -2.993 4.249 -0.117
H 1.449 -2.757 3.974 0.076
H 1.890 -2.709 5.668 0.068
H 2.188 -1.330 4.654 0.081
H 3.363 -3.949 4.318 0.072
```

Output
F_max: 3.91 eV/Å
Kohn-Sham gap: 0.2510 Ha
Energy above the lowest of the compared OMol25 structures with the same formula, charge and spin: 141.7 kcal/mol
Multiplicity: 1
E_LUMO: 0.093 hartree
Charge: -1